*w*
The following is a quantum chemistry calculation of one molecule with the formula C4H11NS, from OMol25.

Last column: Mulliken charge in e.
Element x y z (Å)
S1 -3.29 1.22 -0.96  -0.208
N1 0.59 -0.24 -0.80  -0.432
C1 2.20 -1.14 1.04  -1.267
C2 1.08 -0.16 0.62  -0.240
C3 -1.69 0.49 -0.26  -0.691
C4 -0.46 0.81 -1.13  -0.521
H1 2.65 -1.57 0.19  0.333
H2 1.42 -0.01 -1.39  0.248
H3 1.42 0.88 0.79  0.315
H4 -0.28 1.88 -0.88  0.283
H5 1.68 -2.06 1.28  0.329
H6 0.17 -0.29 1.35  0.233
H7 -0.79 0.61 -2.22  0.401
H8 -1.49 0.96 0.78  0.330
H9 2.81 -1.17 1.90  0.399
H10 -2.00 -0.59 -0.13  0.357
H11 -4.03 0.37 -0.18  0.130

## Properties
LUMO level = 0.980 eV
Structure (SMILES) = CCNCCS
E_HOMO = -8.96 eV

***

*x*
The following is a quantum chemistry calculation of a 2-piece molecular cluster, C4H11NS overall, from OMol25.

Last column: Mulliken charge in e.
Element x y z (Å)
S1 -0.16 -1.20 -0.22  0.003
N1 -0.69 2.93 0.10  -0.523
C1 0.50 2.80 0.84  0.115
C2 1.17 -2.14 -1.32  -0.818
C3 -1.62 -2.18 -0.32  -0.871
C4 0.89 2.02 1.92  -0.790
H1 -1.83 -2.50 0.68  0.289
H2 2.07 -2.08 -0.60  0.242
H3 1.34 -1.71 -2.27  0.282
H4 0.82 -3.16 -1.32  0.305
H5 1.35 3.15 0.13  0.136
H6 -1.42 2.15 0.41  0.240
H7 -2.52 -1.80 -0.81  0.317
H8 1.96 1.96 2.06  0.243
H9 -0.46 3.06 -0.91  0.278
H10 0.16 1.79 2.64  0.297
H11 -1.56 -3.07 -1.04  0.255

## Properties
LUMO level = 0.929 eV
Structure (SMILES) = C=CN.CSC
E_HOMO = -8.01 eV

***

*y*
The following is a quantum chemistry calculation of a 3-piece molecular cluster, C4H11NS overall, from OMol25.

Last column: Mulliken charge in e.
Element x y z (Å)
S1 -1.63 -0.05 -1.41  -0.338
N1 2.42 -0.05 0.27  -0.274
C1 -0.34 0.94 1.11  -0.647
C2 -1.28 -0.02 1.85  -0.489
C3 0.00 -0.54 1.17  -0.489
C4 2.29 -0.22 -1.12  -0.301
H1 0.83 -0.77 1.82  0.289
H2 -1.28 0.16 2.92  0.240
H3 -0.26 1.21 0.06  0.259
H4 -0.10 -1.45 0.59  0.331
H5 0.48 1.40 1.64  0.291
H6 1.85 -1.17 -1.41  0.215
H7 -1.62 -0.03 -2.73  0.062
H8 -2.26 -0.07 1.41  0.193
H9 1.49 0.59 -0.93  0.128
H10 3.11 -0.05 -1.82  0.306
H11 3.39 0.11 0.59  0.223

## Properties
LUMO level = -3.768 eV
E_HOMO = -7.63 eV

***

*z*
The following is a quantum chemistry calculation of one molecule with the formula C4H11NS, from OMol25.

Last column: Mulliken charge in e.
Element x y z (Å)
S1 0.77 -1.74 -1.38  -0.218
N1 -1.54 1.16 2.07  -0.578
C1 -0.42 -0.31 -1.36  -0.699
C2 0.11 1.00 -0.62  -0.421
C3 -0.24 0.48 1.84  -0.508
C4 0.67 1.08 0.71  -0.428
H1 0.70 2.17 0.99  0.273
H2 0.81 1.46 -1.35  0.306
H3 -2.20 0.94 1.34  0.299
H4 0.30 0.56 2.82  0.300
H5 -0.85 0.04 -2.33  0.389
H6 1.70 0.61 0.78  0.276
H7 -1.23 -0.67 -0.75  0.307
H8 -1.42 2.19 1.91  0.274
H9 0.88 -2.00 -0.04  0.102
H10 -0.88 1.59 -0.76  0.226
H11 -0.04 -0.72 1.62  0.099

## Properties
LUMO level = 0.857 eV
Structure (SMILES) = NCCCCS
E_HOMO = -9.00 eV

***

Stability summary - winner: *z*; margin: 0.238 eV.

***

*w*
The following is a quantum chemistry calculation of a 2-piece molecular cluster, C2H4O3 overall, from OMol25.

Last column: Mulliken charge in e.
Element x y z (Å)
O1 0.97 -0.84 -1.82  -0.468
O2 -0.08 0.53 0.22  -0.366
O3 -1.10 1.07 2.11  -0.473
C1 -0.56 1.38 1.09  0.202
C2 0.67 -1.92 -1.36  -0.162
H1 0.30 -0.12 -0.39  0.449
H2 -0.39 -2.20 -1.43  0.265
H3 -0.48 2.44 0.83  0.280
H4 1.38 -2.61 -0.88  0.273

## Properties
LUMO level = -0.311 eV
Structure (SMILES) = O=CO.C=O
E_HOMO = -10.45 eV

***

*x*
The following is a quantum chemistry calculation of a 2-piece molecular cluster, C2H4O3 overall, from OMol25.

Last column: Mulliken charge in e.
Element x y z (Å)
O1 -1.17 -1.49 -0.07  -0.408
O2 -1.46 0.76 -0.80  -0.263
O3 -1.59 0.76 0.63  -0.243
C1 -0.88 -0.20 -0.03  0.468
C2 1.75 0.45 0.15  -0.863
H1 2.11 -0.46 -0.28  0.332
H2 -2.09 -1.66 -0.35  0.332
H3 1.61 1.31 -0.46  0.320
H4 1.72 0.54 1.22  0.325

## Properties
LUMO level (alpha / beta) = -0.376 / 0.113 eV
E_HOMO (alpha / beta) = -9.07 / -9.46 eV

***

Stability summary - winner: *w*; margin: 5.224 eV.

***

*w*
The following is a quantum chemistry calculation of C2H4O3 as an isolated structure, from OMol25.

Last column: Mulliken charge in e.
Element x y z (Å)
O1 -1.08 -0.17 0.84  -0.346
O2 0.28 1.58 0.91  -0.451
O3 -1.54 -0.81 -0.73  -0.420
C1 0.08 0.29 0.52  0.806
C2 0.96 -0.41 -0.26  -0.698
H1 1.86 0.03 -0.65  0.245
H2 0.79 -1.46 -0.44  0.283
H3 -2.50 -0.93 -0.83  0.287
H4 1.15 1.88 0.63  0.295

## Properties
LUMO level (alpha / beta) = -1.587 / -0.654 eV
E_HOMO (alpha / beta) = -8.98 / -9.49 eV

***

*x*
The following is a quantum chemistry calculation of one molecule with the formula C2H4O3, from OMol25.

Last column: Mulliken charge in e.
Element x y z (Å)
O1 -0.62 1.70 -0.03  -0.547
O2 1.75 0.35 -0.09  -0.526
O3 -1.86 -0.16 -0.06  -0.474
C1 -0.66 0.49 -0.04  0.752
C2 0.58 -0.42 0.00  -0.503
H1 0.55 -0.94 0.95  0.301
H2 0.53 -1.18 -0.79  0.324
H3 1.49 1.29 0.10  0.343
H4 -1.76 -1.13 -0.05  0.331

## Properties
LUMO level = 0.417 eV
Structure (SMILES) = O=C(O)CO
E_HOMO = -10.93 eV

***

*y*
The following is a quantum chemistry calculation of C2H4O3 as an isolated structure, from OMol25.

Last column: Mulliken charge in e.
Element x y z (Å)
O1 0.61 1.60 -1.16  -0.345
O2 0.00 -1.39 0.96  -0.094
O3 0.87 -2.05 2.22  -0.482
C1 -0.72 -0.49 1.11  0.048
C2 -0.15 1.43 -2.06  -0.032
H1 -0.32 2.12 -3.03  0.207
H2 -1.08 0.73 -1.99  0.174
H3 1.80 -1.99 1.85  0.301
H4 -1.02 0.04 2.10  0.225

## Properties
LUMO level (alpha / beta) = 0.427 / 0.027 eV
E_HOMO (alpha / beta) = -8.84 / -9.35 eV

***

Stability summary - winner: *x*; margin: 4.736 eV.

***

*w*
The following is a quantum chemistry calculation of one molecule with the formula C4H6Cl2N2P2, from OMol25.

Last column: Mulliken charge in e.
Element x y z (Å)
Cl1 -1.05 0.17 4.79  -0.202
Cl2 -3.62 -0.82 3.29  -0.247
P1 -1.72 1.36 1.35  -0.028
P2 -1.63 -1.20 3.45  0.180
N1 0.09 0.05 0.01  -0.642
N2 -0.63 1.18 0.05  0.446
C1 0.31 -2.14 0.95  -1.303
C2 -1.27 -0.26 1.89  0.392
C3 -0.24 -0.77 1.02  0.244
C4 -0.66 2.23 -0.97  -0.880
H1 1.09 -2.21 0.30  0.436
H2 -0.44 -2.96 0.81  0.254
H3 0.84 -2.32 1.91  0.373
H4 -0.09 1.80 -1.80  0.340
H5 -0.15 3.05 -0.71  0.326
H6 -1.73 2.35 -1.27  0.311

## Properties
LUMO level = -0.071 eV
Structure (SMILES) = Cc1nn(C)pc1P(Cl)Cl
E_HOMO = -9.02 eV

***

*x*
The following is a quantum chemistry calculation of C4H6Cl2N2P2 as an isolated structure, from OMol25.

Last column: Mulliken charge in e.
Element x y z (Å)
Cl1 -0.55 -4.27 -0.95  -0.134
Cl2 -0.13 -2.51 -3.33  -0.116
P1 -1.58 -3.02 -2.11  0.187
P2 -1.41 -1.15 -0.84  0.566
N1 0.16 -0.87 -0.80  -0.666
N2 0.36 0.20 -0.03  0.467
C1 -2.02 0.10 0.31  -0.979
C2 -0.63 1.91 1.42  -1.463
C3 -0.75 0.77 0.51  1.070
C4 1.71 0.58 0.20  -0.783
H1 2.24 -0.24 0.80  0.256
H2 0.00 2.68 0.83  0.262
H3 0.08 1.53 2.24  0.323
H4 1.75 1.65 0.65  0.291
H5 -1.57 2.01 1.74  0.412
H6 2.34 0.64 -0.65  0.306

## Properties
LUMO level = -0.359 eV
E_HOMO = -8.24 eV

***

Stability summary - winner: *w*; margin: 3.822 eV.

***

*w*
The following is a quantum chemistry calculation of one molecule with the formula CH2O2S, from OMol25.

Last column: Mulliken charge in e.
Element x y z (Å)
S1 2.27 -0.33 0.30  -0.205
O1 -0.18 0.63 0.37  -0.157
O2 -1.49 0.29 0.25  -0.313
C1 0.78 -0.48 -0.23  0.023
H1 0.53 -1.27 -0.99  0.328
H2 -1.91 1.16 0.31  0.324

## Properties
LUMO level = -0.362 eV
Structure (SMILES) = OOC=S
E_HOMO = -9.54 eV

***

*x*
The following is a quantum chemistry calculation of one molecule with the formula CH2O2S, from OMol25.

Last column: Mulliken charge in e.
Element x y z (Å)
S1 -0.71 0.01 -0.03  0.869
O1 -1.46 1.27 0.09  -0.467
O2 -1.44 -1.23 0.08  -0.474
C1 0.95 0.00 0.16  -0.570
H1 1.15 0.84 -0.36  0.303
H2 1.51 -0.88 0.06  0.339

## Properties
LUMO level = -0.873 eV
Structure (SMILES) = C=S(=O)=O
E_HOMO = -10.40 eV

***

*y*
The following is a quantum chemistry calculation of CH2O2S as an isolated structure, from OMol25.

Last column: Mulliken charge in e.
Element x y z (Å)
S1 -1.57 0.35 0.19  -0.054
O1 -0.42 1.12 -0.43  -0.350
O2 2.21 -0.22 -0.03  -0.311
C1 1.01 -0.01 0.12  0.279
H1 0.52 -0.59 0.93  0.278
H2 -1.75 -0.66 -0.77  0.158

## Properties
LUMO level (alpha / beta) = -0.366 / -0.366 eV
E_HOMO (alpha / beta) = -9.12 / -9.12 eV

***

*z*
The following is a quantum chemistry calculation of one molecule with the formula CH2O2S, from OMol25.

Last column: Mulliken charge in e.
Element x y z (Å)
S1 1.00 -0.97 0.54  0.273
O1 0.31 -1.79 1.60  -0.539
O2 0.29 0.84 -1.13  -0.418
C1 -0.10 0.12 -0.01  0.074
H1 -0.37 1.49 -1.19  0.336
H2 -1.13 0.31 0.19  0.275

## Properties
LUMO level = -0.104 eV
E_HOMO = -8.91 eV

***

Stability summary - winner: *z*; margin: 0.775 eV.

***

*w*
The following is a quantum chemistry calculation of a 2-piece molecular cluster, C4H15N2O2 overall, from OMol25.

Last column: Mulliken charge in e.
Element x y z (Å)
O1 1.89 2.20 0.67  -0.627
O2 -1.22 0.25 2.73  -0.536
N1 -0.61 0.92 0.23  -0.116
N2 0.90 0.29 -2.13  -0.565
C1 -0.01 -1.39 -0.46  -0.848
C2 0.13 -0.96 -1.93  -0.799
C3 -0.91 -0.52 0.42  0.104
C4 -0.86 -0.85 1.92  -0.887
H1 -0.84 -0.74 -2.34  0.364
H2 -1.39 1.52 0.04  0.357
H3 -1.49 -1.70 2.09  0.448
H4 2.37 2.57 1.41  0.294
H5 0.56 0.74 -2.97  0.212
H6 0.12 -1.17 2.31  0.417
H7 -0.15 -2.45 -0.36  0.491
H8 1.89 0.09 -2.18  0.221
H9 0.00 1.03 -0.63  0.328
H10 -2.18 0.35 2.75  0.331
H11 -1.92 -0.70 0.08  0.261
H12 0.95 -1.36 0.08  0.392
H13 2.11 2.43 -0.22  0.293
H14 0.06 1.26 0.89  0.471
H15 0.60 -1.81 -2.39  0.392

## Properties
LUMO level = -2.852 eV
Total charge = +1
E_HOMO = -13.93 eV

***

*x*
The following is a quantum chemistry calculation of a 2-piece molecular cluster, C4H15N2O2 overall, from OMol25.

Last column: Mulliken charge in e.
Element x y z (Å)
O1 2.78 0.01 1.07  -0.644
O2 0.65 1.88 0.50  -0.643
N1 -1.84 -0.16 -0.65  -0.303
N2 1.02 -0.66 -1.12  -0.117
C1 -1.56 1.16 -0.06  -0.882
C2 -0.56 1.27 1.07  -0.300
C3 -1.20 -1.37 -0.22  -0.650
C4 -0.01 -1.77 -1.07  -0.526
H1 0.94 2.59 1.08  0.328
H2 1.54 -0.59 -2.00  0.373
H3 3.32 -0.13 1.86  0.324
H4 -2.50 1.69 0.09  0.415
H5 -0.85 -1.34 0.83  0.262
H6 -0.33 -1.97 -2.09  0.350
H7 0.63 0.28 -1.02  0.141
H8 -2.84 -0.28 -0.64  0.305
H9 -1.17 1.84 -0.82  0.363
H10 -0.21 0.29 1.35  0.184
H11 -1.86 -2.22 -0.13  0.453
H12 -0.83 1.83 1.94  0.510
H13 1.68 -0.69 -0.34  0.384
H14 2.63 0.96 1.11  0.290
H15 0.56 -2.63 -0.73  0.385

## Properties
LUMO level = -2.828 eV
Total charge = +1
E_HOMO = -12.85 eV

***

Stability summary - winner: *w*; margin: 0.548 eV.

***

*w*
The following is a quantum chemistry calculation of a 2-piece molecular cluster, C5H12O3 overall, from OMol25.

Last column: Mulliken charge in e.
Element x y z (Å)
O1 1.57 -0.62 -1.15  -0.614
O2 3.23 -0.70 0.41  -0.495
O3 0.95 -1.66 0.65  -0.607
C1 -2.03 0.09 -0.06  0.071
C2 -2.62 0.98 0.73  -0.724
C3 1.92 -0.44 0.14  0.843
C4 1.47 0.83 0.80  -0.971
C5 -1.80 0.27 -1.52  -0.903
H1 1.91 1.66 0.26  0.311
H2 3.54 -1.39 -0.19  0.355
H3 -2.77 0.80 1.79  0.271
H4 -2.22 1.21 -1.88  0.329
H5 1.01 -1.51 -0.91  0.419
H6 -0.73 0.25 -1.75  0.160
H7 1.81 0.86 1.84  0.352
H8 -2.26 -0.55 -2.08  0.283
H9 0.39 0.91 0.76  0.144
H10 -1.64 -0.83 0.37  0.274
H11 1.30 -2.08 1.45  0.261
H12 -3.01 1.92 0.34  0.240

## Properties
LUMO level = 0.623 eV
Structure (SMILES) = CC(O)(O)O.C=CC
E_HOMO = -9.50 eV

***

*x*
The following is a quantum chemistry calculation of a 2-piece molecular cluster, C5H12O3 overall, from OMol25.

Last column: Mulliken charge in e.
Element x y z (Å)
O1 -0.78 0.39 0.51  -0.263
O2 0.75 0.86 1.78  -0.651
O3 -1.73 -0.64 -0.69  -0.431
C1 0.97 2.00 -0.34  -1.618
C2 1.61 -0.45 -0.08  -0.512
C3 1.43 -1.75 0.71  -1.218
C4 -3.05 -0.19 -0.71  -0.539
C5 0.83 0.73 0.48  1.273
H1 0.43 -2.16 0.58  0.307
H2 1.32 -0.59 -1.12  0.278
H3 0.38 2.79 0.12  0.387
H4 -0.96 -0.59 0.65  0.407
H5 -3.53 -0.24 0.27  0.276
H6 -3.58 -0.87 -1.39  0.258
H7 -3.13 0.83 -1.12  0.239
H8 2.66 -0.16 -0.06  0.422
H9 1.60 -1.58 1.77  0.283
H10 2.13 -2.51 0.36  0.385
H11 2.02 2.30 -0.37  0.370
H12 0.61 1.82 -1.35  0.347

## Properties
LUMO level (alpha / beta) = -1.764 / -1.764 eV
E_HOMO (alpha / beta) = -9.53 / -9.53 eV

***

*y*
The following is a quantum chemistry calculation of a 3-piece molecular cluster, C5H12O3 overall, from OMol25.

Last column: Mulliken charge in e.
Element x y z (Å)
O1 -1.80 -1.86 -0.63  -0.508
O2 -2.51 -0.01 0.44  -0.468
O3 -2.01 0.10 -1.83  -0.469
C1 -1.69 -0.45 -0.58  0.218
C2 0.46 0.03 0.63  0.289
C3 2.15 1.66 0.79  -1.211
C4 0.28 0.97 -0.32  -0.627
C5 1.22 -1.24 0.46  -1.274
H1 1.96 2.70 0.52  0.420
H2 1.94 -1.37 1.27  0.378
H3 2.18 1.50 1.87  0.368
H4 -0.36 1.82 -0.15  0.380
H5 -1.45 -2.14 -1.48  0.307
H6 -0.05 0.17 1.57  0.348
H7 0.70 0.86 -1.31  0.260
H8 -3.29 -0.60 0.49  0.305
H9 -2.97 0.00 -1.99  0.287
H10 1.75 -1.26 -0.49  0.291
H11 0.51 -2.07 0.49  0.385
H12 2.98 1.20 0.26  0.318

## Properties
LUMO level (alpha / beta) = 0.736 / 0.360 eV
E_HOMO (alpha / beta) = -6.88 / -6.29 eV

***

*z*
The following is a quantum chemistry calculation of a 3-piece molecular cluster, C5H12O3 overall, from OMol25.

Last column: Mulliken charge in e.
Element x y z (Å)
O1 0.03 -0.65 3.52  -0.705
O2 -2.86 0.75 0.59  -0.676
O3 -0.37 1.29 1.74  -0.825
C1 0.97 -0.73 -3.42  -0.717
C2 0.19 -0.46 0.26  -0.453
C3 0.81 -0.73 -1.01  -0.352
C4 0.25 -0.57 -2.29  0.176
C5 0.54 1.04 0.81  -0.476
H1 0.55 -0.64 -4.41  0.299
H2 1.58 0.96 1.15  0.304
H3 -0.88 -0.53 0.07  0.334
H4 -3.55 1.42 0.73  0.286
H5 0.82 -0.52 4.01  0.277
H6 -0.81 -0.33 -2.35  0.352
H7 -0.13 0.10 2.89  0.430
H8 1.85 -1.06 -1.02  0.281
H9 0.56 -1.17 1.00  0.410
H10 2.02 -0.92 -3.23  0.221
H11 0.47 1.70 -0.06  0.411
H12 -2.03 1.05 1.02  0.422

## Properties
LUMO level = -2.502 eV
E_HOMO = -8.72 eV

***

Stability summary - winner: *w*; margin: 2.595 eV.

***

*w*
The following is a quantum chemistry calculation of H2NO2S as an isolated structure, from OMol25.

Last column: Mulliken charge in e.
Element x y z (Å)
S1 2.25 -0.23 -0.34  0.531
O1 2.47 -0.92 0.96  -0.540
O2 2.77 1.16 -0.36  -0.550
N1 0.01 0.30 -0.49  -0.817
H1 0.20 1.17 -1.00  0.205
H2 -0.25 0.43 0.49  0.171

## Properties
LUMO level = 4.241 eV
Total charge = -1
E_HOMO = -3.25 eV

***

*x*
The following is a quantum chemistry calculation of a 2-piece molecular cluster, H2NO2S overall, from OMol25.

Last column: Mulliken charge in e.
Element x y z (Å)
S1 0.96 0.44 0.53  0.515
O1 1.26 1.76 -0.11  -0.523
O2 1.69 -0.77 0.03  -0.511
N1 -1.37 -0.13 0.02  -0.786
H1 -1.07 -0.94 0.52  0.181
H2 -1.48 -0.37 -0.99  0.123

## Properties
LUMO level (alpha / beta) = 4.217 / 4.217 eV
Total charge = -1
E_HOMO (alpha / beta) = -3.09 / -3.09 eV

***

Stability summary - winner: *w*; margin: 0.428 eV.